*P*
The following is a DFT calculation (ωB97M-V/def2-TZVPD) of a gas-phase ion, C6H16N (charge +1).

## Properties
* gap between HOMO and LUMO: 10.058 eV
* total charge: +1
* SMILES: CCCCCC[NH3+]
* multiplicity: 1
* HOMO level: -13.7 eV

Element x y z (Å)
C: -3.00 -1.52 -0.22
C: -1.77 -0.93 0.44
C: -1.15 0.38 0.03
C: 0.01 0.03 -0.85
C: 1.21 1.03 -0.93
C: 1.82 1.23 0.47
N: 2.64 0.01 0.87
H: -3.30 -2.51 0.16
H: -3.78 -0.83 -0.34
H: -2.72 -1.82 -1.22
H: -1.01 -1.82 0.66
H: -2.05 -0.86 1.45
H: -1.95 0.95 -0.65
H: -0.90 1.13 0.83
H: 0.35 -1.03 -0.59
H: -0.26 -0.29 -1.86
H: 1.85 0.86 -1.73
H: 0.76 2.15 -1.00
H: 0.99 1.41 1.25
H: 2.41 2.18 0.49
H: 2.89 -0.68 0.09
H: 3.51 0.21 1.30
H: 2.02 -0.48 1.42

=====

*Q*
The following is a DFT calculation (ωB97M-V/def2-TZVPD) of a gas-phase ion, C6H16N (charge +1).

## Properties
* gap between HOMO and LUMO: 11.611 eV
* total charge: +1
* SMILES: CC(C)C[C@@H](C)[NH3+]
* multiplicity: 1
* HOMO level: -15.1 eV

Element x y z (Å)
C: -2.27 1.03 1.06
C: -1.21 0.21 0.32
C: 0.21 0.07 0.97
C: 1.34 -0.69 0.21
C: 0.77 -1.86 -0.63
C: 2.31 0.14 -0.62
N: -1.02 0.94 -1.00
H: -2.42 0.58 2.00
H: -3.17 0.87 0.54
H: -1.95 1.97 1.15
H: -1.47 -0.85 0.14
H: 0.51 1.05 1.33
H: -0.06 -0.45 1.87
H: 1.99 -1.16 0.93
H: 0.10 -1.45 -1.38
H: 1.52 -2.50 -1.14
H: 0.25 -2.43 0.13
H: 1.86 0.63 -1.55
H: 3.09 -0.57 -0.90
H: 2.70 0.93 -0.01
H: -1.80 0.79 -1.68
H: -0.13 0.70 -1.45
H: -0.85 1.97 -0.90

=====

Stability check: which of them is most stable? *Q*.

=====

*P*
The following is a DFT calculation (ωB97M-V/def2-TZVPD) of 2 unconnected molecules or ions with the total composition C3H10NO2P.

## Properties
* gap between HOMO and LUMO: 10.190 eV
* total charge: 0
* SMILES: COP(N)O.C=C
* multiplicity: 1
* HOMO level: -9.3 eV

Element x y z (Å)
C: 3.41 -1.82 -0.82
C: -2.98 2.32 0.16
C: 2.81 -1.96 0.37
N: -0.10 0.41 0.56
O: -1.49 -1.10 -0.75
O: -2.47 0.98 0.09
P: -1.21 0.47 -0.83
H: 2.87 -1.25 -1.62
H: 4.24 -2.42 -1.21
H: -1.57 -1.28 0.18
H: -2.23 2.99 -0.23
H: -2.93 2.51 1.32
H: -3.85 2.41 -0.41
H: 1.88 -1.59 0.46
H: 3.29 -2.48 1.18
H: -0.48 0.89 1.28
H: 0.81 0.92 0.27

=====

*Q*
The following is a DFT calculation (ωB97M-V/def2-TZVPD) of C3H10NO2P in the gas phase.

## Properties
* gap between HOMO and LUMO: 10.067 eV
* total charge: 0
* SMILES: CNP(OC)OC
* multiplicity: 1
* HOMO level: -9.0 eV

Element x y z (Å)
C: -2.45 1.22 -0.13
C: 2.15 1.32 0.12
C: 0.66 -2.57 -0.18
N: -1.59 0.19 0.28
O: 0.77 1.15 0.17
O: 0.49 -1.25 0.22
P: -0.09 0.00 -0.62
H: -3.24 1.49 0.51
H: -1.88 2.14 -0.28
H: -2.92 0.88 -1.02
H: 2.27 2.28 0.61
H: 2.40 1.32 -0.97
H: 2.72 0.40 0.54
H: -0.19 -3.35 0.23
H: 1.51 -2.85 0.47
H: 0.75 -2.71 -1.25
H: -1.37 0.32 1.31

=====

*R*
The following is a DFT calculation (ωB97M-V/def2-TZVPD) of 2 unconnected molecules or ions with the total composition C3H10NO2P.

## Properties
* gap between HOMO and LUMO (spin up / spin down): 8.487 / 8.492 eV
* total charge: 0
* multiplicity: 1
* HOMO level (spin up / spin down): -8.4 / -8.4 eV

Element x y z (Å)
C: -1.55 -1.83 0.70
C: -0.19 2.20 0.67
C: 1.58 0.18 -1.41
N: -1.41 -1.05 -0.53
O: 1.53 -1.15 1.13
O: 0.61 1.11 1.11
P: 0.86 -0.20 0.28
H: -1.66 -1.02 1.44
H: -2.26 -2.65 0.70
H: -0.66 -2.36 0.80
H: 0.71 2.88 0.34
H: -0.68 2.65 1.54
H: -0.80 1.93 -0.15
H: 1.50 1.34 -1.48
H: 2.58 -0.19 -1.61
H: 0.94 -0.30 -2.17
H: -1.10 -1.56 -1.34

=====

Stability check: which of them is most stable? *Q*.

=====

*P*
The following is a DFT calculation (ωB97M-V/def2-TZVPD) of 2 unconnected molecules or ions with the total composition C9H12BNO.

## Properties
* gap between HOMO and LUMO: 7.763 eV
* total charge: 0
* SMILES: COCc1ccccc1.BC#N
* multiplicity: 1
* HOMO level: -9.2 eV

Element x y z (Å)
C: 2.89 0.29 -1.35
O: 1.60 0.06 -1.91
C: 0.68 -0.18 -0.87
C: -0.80 -0.10 -1.21
C: -1.56 -1.27 -1.21
C: -2.95 -1.19 -1.32
C: -3.56 0.07 -1.47
C: -2.81 1.24 -1.33
C: -1.41 1.16 -1.23
H: 3.27 1.23 -1.76
H: 2.91 0.42 -0.24
H: 3.60 -0.49 -1.66
H: 0.87 -1.21 -0.48
H: -1.03 -2.20 -1.03
H: -3.54 -2.10 -1.23
H: -4.64 0.13 -1.63
H: -3.31 2.22 -1.26
H: -0.80 2.04 -1.06
H: 0.79 0.53 -0.07
B: 1.84 -0.70 4.66
H: 0.93 -0.84 5.41
H: 2.70 -1.53 4.48
C: 2.05 0.65 4.06
N: 2.27 1.77 3.71

=====

*Q*
The following is a DFT calculation (ωB97M-V/def2-TZVPD) of 2 unconnected molecules or ions with the total composition C9H12BNO.

## Properties
* gap between HOMO and LUMO: 7.438 eV
* total charge: 0
* SMILES: COCc1ccccc1.BC#N
* multiplicity: 1
* HOMO level: -9.0 eV

Element x y z (Å)
C: -0.28 -2.82 -1.45
O: 0.22 -1.48 -1.85
C: -0.27 -0.54 -0.90
C: 0.22 0.89 -0.74
C: -0.71 1.95 -0.75
C: -0.23 3.27 -0.79
C: 1.16 3.48 -0.76
C: 2.06 2.42 -0.53
C: 1.57 1.11 -0.47
H: 0.53 -3.54 -1.56
H: -0.57 -2.84 -0.36
H: -1.15 -3.16 -2.07
H: -1.37 -0.52 -0.99
H: -1.79 1.75 -0.77
H: -0.93 4.11 -0.85
H: 1.56 4.48 -0.94
H: 3.14 2.58 -0.42
H: 2.22 0.25 -0.27
H: -0.03 -0.99 0.04
B: -1.63 -1.88 3.46
H: -1.70 -0.72 3.74
H: -2.42 -2.20 2.60
C: -0.34 -2.59 3.46
N: 0.73 -3.04 3.19

=====

Stability check: which of them is most stable? *P*.